Formula: C23H47BrN3O4
Source: OMol25
Level of theory: the ωB97M-V functional and the def2-TZVPD basis

Net charge = +1
M = 509.55 Da
Frontier orbital gap = 8.77 eV
LUMO level = -0.0844 hartree

Last column: Mulliken charge in e.
Atoms and positions in Å:
Br1 -3.1000 1.0341 -2.1039  -0.20
C1 -1.7015 -0.1033 -1.3669  -0.60
C2 -2.1604 -0.8327 -0.1071  -0.77
C3 -1.8227 -0.0654 1.1663  0.06
N1 -2.2995 1.3137 1.0418  0.05
C4 -1.6184 2.3973 1.3513  0.44
N2 -2.0672 3.6384 1.0392  -0.30
C5 -1.1069 4.5019 0.2895  -0.63
C6 0.2558 3.8344 0.1527  -0.56
C7 0.7007 3.0851 1.4036  -0.47
N3 -0.4399 2.3552 2.0090  -0.21
H1 -1.4365 -0.8048 -2.1557  0.51
H2 -0.8370 0.5329 -1.1876  0.20
H3 -3.2282 -1.0593 -0.1638  0.55
H4 -1.6349 -1.7918 -0.0622  0.27
H5 -0.7472 -0.0638 1.3080  -0.37
H6 -2.2810 -0.5513 2.0298  0.00
H7 -3.2478 1.4398 0.7132  0.40
H8 -2.9748 3.6060 0.5933  0.31
H9 -1.0264 5.4579 0.8085  0.34
H10 -1.5320 4.6899 -0.6977  0.32
H11 0.2669 3.1570 -0.7075  0.23
H12 0.9921 4.6157 -0.0493  0.45
H13 1.1319 3.7640 2.1407  0.40
H14 1.4645 2.3519 1.1378  0.23
H15 -0.2041 1.4291 2.3327  0.27
C8 -2.4335 -4.0892 4.2492  -0.66
C9 -1.5759 -3.5246 5.3801  -0.59
C10 -0.4412 -2.8704 4.6084  -0.55
O1 -1.0063 -2.4206 3.3627  -0.20
C11 -2.3115 -2.9960 3.1997  -0.46
H16 -3.4662 -4.2775 4.5358  0.37
H17 -2.0065 -5.0220 3.8773  0.29
H18 -2.1362 -2.7766 5.9440  0.27
H19 -1.2212 -4.2808 6.0772  0.35
H20 0.3559 -3.5872 4.3903  0.30
H21 -0.0059 -2.0140 5.1234  0.32
H22 -3.0695 -2.2193 3.3585  0.36
H23 -2.4039 -3.3691 2.1779  0.26
C12 -6.3497 2.8874 -5.7208  -0.60
C13 -5.3811 3.0731 -4.5543  -0.24
C14 -4.1850 3.7142 -5.2475  -0.35
O2 -4.7132 4.4803 -6.3245  -0.42
C15 -6.0887 4.1510 -6.5322  -0.43
H24 -7.3903 2.7897 -5.4167  0.35
H25 -6.0777 2.0021 -6.2987  0.27
H26 -5.8073 3.7595 -3.8188  0.25
H27 -5.1237 2.1442 -4.0463  0.09
H28 -3.5064 2.9519 -5.6474  0.27
H29 -3.6121 4.3748 -4.5935  0.23
H30 -6.7105 4.9815 -6.1824  0.26
H31 -6.2597 4.0185 -7.6003  0.28
C16 2.0505 -2.9082 0.8565  -0.79
C17 2.7440 -2.5272 -0.4510  -0.30
C18 1.7256 -1.5948 -1.0897  -0.52
O3 1.0452 -0.9435 -0.0031  -0.21
C19 1.3700 -1.6046 1.2362  0.49
H32 2.7372 -3.2626 1.6225  0.46
H33 1.3044 -3.6862 0.6796  0.26
H34 3.6697 -1.9895 -0.2363  -0.08
H35 2.9843 -3.3803 -1.0820  0.40
H36 0.9914 -2.1552 -1.6791  0.30
H37 2.1761 -0.8364 -1.7303  0.28
H38 2.0498 -0.9556 1.8025  0.15
H39 0.4512 -1.7462 1.8114  -0.38
C20 7.8601 -0.7322 0.5597  -0.55
C21 7.9296 -1.5113 -0.7529  -0.52
C22 7.7404 -2.9431 -0.2686  -0.41
O4 6.9002 -2.8662 0.8876  -0.41
C23 6.7946 -1.5122 1.3188  -0.16
H40 7.6037 0.3187 0.4338  0.33
H41 8.8155 -0.7895 1.0840  0.26
H42 7.1062 -1.2198 -1.4091  0.25
H43 8.8623 -1.3723 -1.2964  0.34
H44 8.6950 -3.3953 0.0166  0.29
H45 7.2617 -3.5868 -1.0070  0.26
H46 5.7891 -1.1411 1.0781  0.02
H47 6.9240 -1.4710 2.4011  0.30